[1]
ORCA calculation (ωB97M-V/def2-TZVPD) on C30H47ClIrP2 as an isolated structure at a distorted geometry.

Geometry (Å):
Ir: 0.387 0.855 0.729
C: 0.123 2.947 -1.473
C: -1.255 3.099 -1.217
C: -0.249 2.731 0.869
C: 0.826 2.712 -0.220
C: -1.521 2.944 0.149
C: 0.774 3.316 -2.741
H: 0.267 2.871 -3.608
H: 1.824 2.999 -2.757
H: 0.745 4.409 -2.893
C: 2.162 3.349 -0.065
H: 2.874 2.943 -0.798
H: 2.569 3.199 0.940
H: 2.073 4.431 -0.257
C: 0.008 3.470 2.137
H: -0.062 4.552 1.944
H: 1.000 3.244 2.543
H: -0.749 3.200 2.884
C: -2.817 3.174 0.788
H: -3.029 4.247 0.908
H: -2.847 2.715 1.782
H: -3.628 2.754 0.179
C: -2.244 3.553 -2.232
H: -2.462 4.636 -2.129
H: -3.198 3.007 -2.127
H: -1.852 3.395 -3.251
C: 1.579 -0.513 -0.917
C: 1.189 -0.050 -2.160
C: -0.172 -0.020 -2.697
C: -1.296 -0.651 -1.789
C: -1.345 -0.343 -0.325
C: -0.747 -0.983 0.811
C: 0.377 -2.007 0.854
C: 1.329 -1.908 -0.358
H: -0.141 -0.548 -3.680
H: -1.330 -1.743 -2.040
H: -0.497 1.004 -2.959
H: 0.982 -2.592 -1.161
H: 2.560 -0.107 -0.597
H: 1.946 0.450 -2.786
H: 2.302 -2.353 -0.068
H: 0.938 -1.937 1.803
H: -1.400 -0.951 1.703
H: -0.022 -3.029 0.947
H: -2.268 -0.301 -2.195
H: -2.273 0.200 -0.028
P: -0.818 -3.815 -1.643
C: 0.530 -5.006 -2.029
C: -2.033 -4.299 -2.942
P: -2.444 -3.146 0.806
C: -1.527 -4.505 -0.121
C: -4.083 -3.421 0.017
C: -2.823 -4.101 2.333
H: 1.219 -5.091 -1.178
H: 1.103 -4.634 -2.893
H: 0.093 -5.989 -2.260
H: -2.180 -5.389 -2.907
H: -1.623 -4.005 -3.922
H: -2.996 -3.780 -2.815
H: -3.082 -5.119 1.990
H: -3.677 -3.605 2.828
H: -1.968 -4.126 3.027
H: -0.715 -4.894 0.497
H: -2.223 -5.317 -0.367
H: -4.847 -3.094 0.738
H: -4.175 -4.498 -0.186
H: -4.197 -2.827 -0.899
Cl: 4.478 0.733 0.256
C: 4.157 1.474 1.783
C: 5.160 2.295 2.303
C: 4.928 2.995 3.479
C: 3.737 2.805 4.178
C: 2.777 1.916 3.704
C: 2.947 1.262 2.473
C: 1.921 0.306 1.940
H: 6.096 2.375 1.764
H: 5.691 3.678 3.855
H: 3.556 3.343 5.109
H: 1.873 1.699 4.291
H: 1.260 -0.015 2.769
H: 2.456 -0.578 1.577

relative energy (zero: lowest compared OMol25 entry of this formula, charge and spin): 36.5 kcal per mole
charge: +2
gap between HOMO and LUMO (alpha / beta): 6.69 / 4.10 eV
LUMO energy (alpha / beta): -5.5 / -9.1 eV
multiplicity: 6
total energy: -65789.014 eV


[2]
ORCA calculation (ωB97M-V/def2-TZVPD) on C30H47INO8P2Rb as an isolated structure at a distorted geometry.

Geometry (Å):
Rb: 1.139 0.069 0.571
C: -3.744 2.470 1.198
C: -3.760 1.063 0.617
C: -5.154 0.454 0.621
O: -3.302 1.072 -0.745
P: -1.719 1.187 -1.018
O: -0.965 1.356 0.216
C: -1.338 -0.215 -2.105
P: -1.554 -1.669 -1.039
O: -1.093 -1.541 0.332
O: -3.120 -2.044 -0.998
C: -3.847 -2.512 -2.133
C: -4.862 -1.460 -2.572
C: -4.535 -3.820 -1.744
O: -0.863 -2.765 -1.985
C: -0.407 -4.027 -1.465
C: -0.770 -5.102 -2.488
C: 1.093 -3.963 -1.236
O: -1.561 2.325 -2.119
C: -1.411 3.704 -1.756
C: -2.660 4.448 -2.208
C: -0.150 4.231 -2.422
H: -4.112 2.449 2.220
H: -4.364 3.142 0.609
H: -2.724 2.844 1.205
H: -3.079 0.436 1.199
H: -5.803 1.001 -0.060
H: -5.571 0.498 1.624
H: -5.099 -0.584 0.306
H: -0.296 -0.148 -2.419
H: -1.977 -0.214 -2.984
H: -3.135 -2.708 -2.947
H: -5.690 -1.423 -1.866
H: -5.246 -1.709 -3.559
H: -4.396 -0.479 -2.602
H: -5.245 -3.643 -0.936
H: -3.797 -4.541 -1.398
H: -5.064 -4.233 -2.600
H: -0.923 -4.211 -0.514
H: -0.268 -4.891 -3.431
H: -1.844 -5.131 -2.660
H: -0.451 -6.076 -2.127
H: 1.590 -3.605 -2.137
H: 1.467 -4.954 -0.992
H: 1.330 -3.297 -0.403
H: -1.301 3.769 -0.669
H: -2.719 4.427 -3.293
H: -2.630 5.479 -1.868
H: -3.545 3.964 -1.802
H: -0.215 4.086 -3.500
H: 0.720 3.702 -2.035
H: -0.030 5.289 -2.204
I: 4.531 0.710 -1.212
C: 4.879 2.662 -0.348
C: 6.177 3.096 -0.271
C: 6.424 4.403 0.162
C: 5.375 5.239 0.450
C: 4.044 4.777 0.395
C: 2.963 5.626 0.692
C: 1.688 5.116 0.716
C: 1.465 3.757 0.460
C: 2.451 2.849 0.071
C: 3.759 3.422 0.033
H: 7.001 2.448 -0.539
H: 7.447 4.749 0.251
H: 5.552 6.270 0.739
H: 3.168 6.670 0.913
H: 0.850 5.772 0.944
H: 0.440 3.410 0.551
C: -0.544 -2.261 3.672
C: -0.066 -0.816 3.586
O: 1.248 -0.718 3.110
H: -1.561 -2.315 4.056
H: 0.114 -2.828 4.328
H: -0.509 -2.695 2.675
H: -0.078 -0.346 4.584
H: -0.762 -0.256 2.935
H: 1.396 -1.481 2.465
O: 1.994 -2.583 1.403
N: 3.136 -2.987 1.964
C: 3.145 -3.456 3.264
C: 4.300 -3.828 3.874
C: 5.530 -3.750 3.196
C: 5.505 -3.196 1.895
C: 4.336 -2.822 1.314
H: 2.184 -3.468 3.746
H: 4.274 -4.173 4.899
H: 6.448 -4.073 3.658
H: 6.430 -3.050 1.357
H: 4.267 -2.378 0.331

relative energy (zero: lowest compared OMol25 entry of this formula, charge and spin): 8.2 kcal per mole
charge: -1
gap between HOMO and LUMO (alpha / beta): 3.04 / 5.66 eV
LUMO energy (alpha / beta): 1.9 / 1.9 eV
multiplicity: 2
total energy: -77079.941 eV